No. 1
Here is C25H44ClF8N5O9Si2 as an isolated structure at a distorted geometry from the Open Molecules 2025 dataset. Energies are from ωB97M-V/def2-TZVPD.

DFT total energy ... -102536.170 eV
Strongest force on any atom ... 5.6 eV/A
Net charge ... 0
Lowest unoccupied orbital energy ... 0.006 hartree
Frontier orbital gap ... 9.5 eV

```
94
C25H44ClF8N5O9Si2 | the Open Molecules 2025 dataset | ωB97M-V/def2-TZVPD
Cl 0.77442 4.84603 -1.91221
Si 1.21714 2.06131 -0.56624
Si 0.04278 0.97697 1.85866
F -6.88574 0.67941 -7.95932
F -6.16607 0.96982 -5.94250
F -8.02277 -0.07639 -6.28404
F 3.99126 -4.41530 10.89224
F 1.98407 -5.19665 11.07494
F 3.18483 1.70154 2.55059
F 0.44954 -0.20757 5.53711
F 2.98302 -5.20757 9.15588
O 4.60307 -1.77689 -0.21170
O 3.08746 -0.54389 3.11375
O -2.41141 -0.69951 -2.06101
O 1.17663 -3.19187 9.12238
O 2.60747 -2.05833 10.45334
O -4.87474 -1.41749 -6.48011
O 0.27305 -1.57023 3.63583
O -6.77248 -2.18470 -7.43592
O 0.71925 2.34855 1.06616
N -2.61603 1.39756 -0.93757
N -0.27946 -0.43858 0.85502
N 1.05329 0.65673 3.31600
N 4.51224 -0.26880 -2.12746
N -1.56112 1.51207 2.49947
C 2.48088 0.53539 3.00845
C -0.22157 1.75753 -1.80459
C 5.93647 0.09405 -1.85490
C -2.97260 0.44420 -2.00173
C 2.21779 -3.09394 9.97596
C -6.00865 -1.23983 -6.84862
C -6.15417 -3.46892 -7.61811
C 3.55913 0.85695 -1.85492
C -4.10422 0.70529 -3.13151
C 2.79689 -4.47384 10.27377
C 0.54939 -0.46572 4.12426
C 4.18943 -1.49975 -1.37828
C 2.58220 4.52093 0.16816
C 0.51670 -1.95889 8.79152
C -1.62440 2.41973 -1.38043
C 3.23689 -2.56845 -2.14795
C -6.15591 -4.25821 -6.32317
C 3.86344 5.44962 -0.10759
C 2.06302 3.71883 -1.15419
C -6.76752 0.08036 -6.75523
C -3.82102 1.99018 -0.28220
C -4.63372 0.73785 0.38409
C 6.83708 -1.10470 -2.50625
C 2.41189 0.54372 -0.77452
C 1.30601 -1.18385 7.75433
H 4.17390 1.76226 -1.52658
H -5.55514 -3.76473 -5.55554
H -5.75396 -5.26074 -6.48281
H 2.28310 -0.88334 8.14106
H -5.14475 -3.35632 -8.02351
H -3.93534 -0.18114 0.49035
H -7.17149 -4.34100 -5.92710
H -4.48076 2.56119 -1.04725
H 2.85161 3.81676 1.02862
H -0.25505 0.63271 -2.00266
H -2.25039 0.80742 2.15991
H 1.74225 5.22773 0.53258
H 2.27205 -1.98271 -2.39584
H -3.47896 2.69763 0.55349
H 2.88483 3.54778 -1.92634
H -4.36503 1.80801 -3.26475
H -0.46002 -2.22613 8.38212
H -1.43101 3.25701 -0.62164
H 4.09324 6.00035 0.88710
H 3.02027 1.08400 -2.85385
H -3.83293 0.17455 -4.12134
H 3.75349 -2.75454 -3.15643
H 1.72186 -0.31962 -1.12259
H -6.74525 -3.99764 -8.36898
H 0.54916 -1.00594 0.63674
H 4.77653 4.81098 -0.36069
H 1.49016 -1.80248 6.87347
H 7.91714 -0.77549 -2.66981
H 2.88417 0.30154 0.23816
H -0.87330 -0.25260 0.03372
H 6.27740 1.06532 -2.35988
H -2.03975 2.95290 -2.32623
H 6.21524 0.12519 -0.74196
H -1.84395 2.39392 2.03103
H -4.95858 0.99166 1.45904
H 6.32099 -1.47487 -3.47561
H 3.66943 6.29501 -0.87087
H 6.85282 -2.03221 -1.81312
H 0.08754 2.25324 -2.80344
H -5.04587 0.15463 -2.74592
H 0.33682 -1.36480 9.69205
H 0.76657 -0.28864 7.45335
H 3.04941 -3.50996 -1.53603
H -5.52159 0.41838 -0.26166
```

=====

No. 2
Here is C16H12Br2N6S2Zr as an isolated structure from the Open Molecules 2025 dataset. Energies are from ωB97M-V/def2-TZVPD.

DFT total energy ... -188723.510 eV
Strongest force on any atom ... 0.5 eV/A
Net charge ... +4
Lowest unoccupied orbital energy ... -0.529 hartree
Frontier orbital gap ... 5.9 eV

```
39
C16H12Br2N6S2Zr | the Open Molecules 2025 dataset | ωB97M-V/def2-TZVPD
Zr 0.03400 0.51074 0.24394
Br 1.35929 -0.01560 6.79344
Br 6.57780 -1.01827 0.96517
S -4.55903 -0.10234 -0.44808
S -0.78077 5.06150 0.05078
N 0.35572 0.29954 2.31185
N -2.76121 -2.05291 -0.59849
N 1.62622 3.93193 -0.08554
N 2.09301 -0.13788 0.34344
N -1.99052 0.15790 -0.19470
N -0.28525 2.52540 -0.02030
C 4.24330 -0.68321 -0.57845
C 1.65313 0.05670 2.71624
C 3.96594 -0.39177 1.80944
C -3.91220 1.48258 -0.19344
C 0.31923 3.75772 -0.03015
C 0.95306 0.11401 5.01763
C 2.91054 -0.41874 -0.71674
C -2.57816 1.49016 -0.09868
C 4.80303 -0.66674 0.70922
C -1.71947 2.67653 0.01427
C -0.62354 0.43322 3.25843
C -2.97872 -0.76489 -0.42620
C 1.96324 -0.04532 4.04483
C -2.10972 3.95558 0.06980
C 2.63215 -0.15227 1.60859
C -0.36686 0.35660 4.59629
H -1.63119 0.60584 2.89627
H -1.16808 0.46680 5.31497
H 2.97198 -0.25634 4.36978
H 4.39095 -0.39464 2.80296
H -3.11766 4.34413 0.09058
H -3.53565 -2.68856 -0.75766
H 4.84852 -0.90596 -1.44756
H 2.02112 4.86585 -0.09725
H 2.27566 3.18228 -0.26367
H 2.45425 -0.42851 -1.70279
H -1.84493 -2.46478 -0.68143
H -4.58248 2.32961 -0.16789
```

=====

No. 3
Here is one molecule with the formula C4H8N2OS at a distorted geometry from the Open Molecules 2025 dataset. Energies are from ωB97M-V/def2-TZVPD.

DFT total energy ... -20138.282 eV
Strongest force on any atom ... 2.9 eV/A
Net charge ... 0
Energy relative to the best compared isomer or geometry (same formula, charge and spin) ... 58.9 kcal per mole
Lowest unoccupied orbital energy ... 0.021 hartree
Frontier orbital gap ... 9.1 eV

```
16
C4H8N2OS | the Open Molecules 2025 dataset | ωB97M-V/def2-TZVPD
S -1.30578 2.05652 -0.72196
O -2.99504 -0.26976 0.48182
N -0.38324 0.66103 -0.39765
N -1.84447 -0.95993 0.73967
C 1.05810 0.75863 -0.61228
C -0.68755 -0.49749 0.38753
C 1.57115 -0.73233 -0.32450
C 0.54265 -1.26749 0.68073
H -1.31218 2.72678 0.45789
H 1.50582 1.49194 0.06808
H 2.57237 -0.75571 0.06997
H -2.81047 0.46781 -0.12459
H 1.31317 1.05511 -1.63953
H 1.58881 -1.27637 -1.30795
H 0.84707 -1.07709 1.69911
H 0.33959 -2.38167 0.54365
```